Record 1
Computed, not measured: a molecular structure, C4H8AlO, with wB97M-V/def2-TZVPD.

Calculated values
Net charge: +3
Gap between HOMO and LUMO in eV: 4.0
HOMO level in Ha: -0.9104
Energy above the lowest of the compared OMol25 structures with the same formula, charge and spin in kJ/mol: 132.46

Positions of all 14 atoms, in Å:
Al -2.441378 3.101782 -0.848665
C 0.697462 -1.071228 -0.425658
C -0.169375 -0.917864 0.821171
C -0.310596 0.576985 0.980496
O -0.580954 0.978918 -0.304836
C 0.412129 0.338392 -1.108739
H 0.495175 -1.912588 -1.088452
H 1.770293 -1.138261 -0.244953
H 0.405022 -1.330130 1.650750
H -1.044435 -1.567512 0.802451
H 0.538491 1.129263 1.383170
H -1.084803 0.733153 1.731702
H 1.336992 0.896874 -1.253048
H -0.024022 0.182217 -2.095387

Forces on the atoms, in the same order (eV/Å):
Al -0.5 0.8 -0.2
C 0.4 -1.9 1.5
C 2.7 -0.6 -0.5
C -3.1 -1.5 0.7
O 1.7 -0.5 -1.3
C -2.5 2.1 -2.4
H -0.4 -0.2 0.2
H 0.6 0.7 -0.2
H 0.6 -1.2 0.3
H -1.2 0.6 0.8
H 1.5 0.1 0.7
H -0.7 1.2 -0.3
H 0.9 0.2 0.9
H -0.1 0.2 -0.1

***

Record 2
Computed, not measured: 2 unconnected molecules or ions with the total composition C4H8BFN, with wB97M-V/def2-TZVPD.

Calculated values
Net charge: -1
Gap between HOMO and LUMO in eV: 8.2
HOMO level in Ha: -0.1640

Positions of all 15 atoms, in Å:
B -1.274904 -2.497545 1.126842
F -2.720880 -2.360969 1.253100
H -0.925753 -2.094545 -0.014885
H -0.717604 -1.803541 1.999002
H -0.946194 -3.691099 1.258876
N -0.212609 0.560521 -0.805195
C 0.006447 1.155938 0.392204
C 1.134590 1.927680 0.300546
C 1.616430 1.787958 -1.034699
C 0.764917 0.925575 -1.685222
H -0.936409 -0.123031 -0.957956
H -0.652721 0.939506 1.215486
H 1.577830 2.499154 1.098967
H 2.497043 2.241923 -1.459987
H 0.789819 0.532475 -2.687081

Forces on the atoms, in the same order (eV/Å):
B 0.1 0.0 -0.1
F -0.1 0.0 0.0
H -0.1 -0.1 0.2
H 0.0 -0.1 -0.1
H 0.0 0.2 0.0
N 0.0 0.2 -0.2
C -0.2 -0.1 0.4
C 0.1 0.0 -0.3
C 0.0 -0.1 0.1
C 0.0 0.1 0.0
H 0.1 -0.2 0.1
H 0.1 0.0 0.1
H 0.0 0.0 0.0
H 0.0 0.0 0.0
H 0.0 0.0 0.0

***

Record 3
Computed, not measured: a gas-phase ion, C4H8BrFN3 (charge +1), with wB97M-V/def2-TZVPD.

Calculated values
Net charge: +1
Gap between HOMO and LUMO in eV: 9.3
HOMO level in Ha: -0.4996
SMILES string: CC/N=C(\F)N(Br)C=[NH2+]
Energy above the lowest of the compared OMol25 structures with the same formula, charge and spin in kJ/mol: 127.79

Positions of all 17 atoms, in Å:
C 1.568159 1.348821 -1.821440
C 0.087358 -0.249328 -0.481013
C -1.533668 -1.590733 1.756007
C -0.664767 -0.338796 2.033693
N 1.371995 0.177908 -1.135116
N 0.031103 -0.192023 0.752645
N 0.498579 1.991533 -2.280809
F -0.480579 -1.054595 -1.333076
Br 2.842224 -0.825662 -0.869344
H 2.646700 1.550373 -2.072441
H -0.195791 1.660311 -1.970626
H -2.076053 -1.540936 0.878135
H -0.993039 -2.501923 1.740936
H -2.376111 -1.606464 2.506909
H -1.169125 0.713337 2.150762
H 0.083388 -0.438280 2.754578
H 0.359627 2.896456 -2.609798

Forces on the atoms, in the same order (eV/Å):
C 0.1 -2.2 0.2
C 2.1 -0.8 3.8
C -1.7 1.4 3.9
C -2.1 0.4 -3.7
N -0.4 3.7 -1.5
N 1.1 2.3 -2.1
N 12.4 3.6 -3.4
F -1.5 -0.5 -1.2
Br 0.9 -0.9 0.4
H -1.5 0.3 0.2
H -12.9 -5.9 5.1
H -0.7 0.6 -2.1
H 0.7 -0.7 0.4
H 1.0 -0.5 -0.3
H 0.5 -2.2 0.1
H 1.0 -0.2 1.3
H 0.9 1.8 -0.8

***

Record 4
Computed, not measured: 2 unconnected molecules or ions with the total composition C4H8BrI, with wB97M-V/def2-TZVPD.

Calculated values
Gap between HOMO and LUMO (alpha / beta) in eV: 8.4 / 8.7
HOMO level (alpha / beta) in Ha: -0.3059 / -0.3185
Energy above the lowest of the compared OMol25 structures with the same formula, charge and spin in kJ/mol: 382.27

Positions of all 14 atoms, in Å:
C 0.078067 -0.804007 1.999359
C 0.643069 1.323295 -0.632813
C -0.944073 -0.490260 -0.458086
C 0.125365 0.058391 -1.358079
Br -2.459625 0.602513 0.086968
I 1.563073 -1.521118 -1.510764
H -0.602650 -0.450035 2.684573
H 0.924633 -0.215707 1.887758
H 0.157119 -1.850978 1.681871
H -0.185253 1.945865 -0.581533
H 1.152352 0.869870 0.293630
H 1.366084 1.861559 -1.362994
H -1.395733 -1.511938 -0.400008
H -0.422428 0.182552 -2.329881

Forces on the atoms, in the same order (eV/Å):
C 0.2 -1.9 -2.4
C 3.6 -1.9 -2.3
C -1.3 -1.3 2.1
C -1.9 -0.2 0.7
Br 0.5 0.1 -0.5
I 0.0 0.3 -0.2
H -1.7 0.4 1.2
H 1.5 0.8 -0.2
H -0.2 0.6 0.5
H -1.4 1.3 1.1
H -0.9 1.7 -1.3
H -0.7 -0.9 1.5
H 1.2 0.9 -0.6
H 1.1 0.3 0.4

***

Record 5
Computed, not measured: 2 unconnected molecules or ions with the total composition C4H8BrNO2, with wB97M-V/def2-TZVPD.

Calculated values
Gap between HOMO and LUMO in eV: 9.7
HOMO level in Ha: -0.3390
SMILES string: CN(C)CBr.O=C=O
Energy above the lowest of the compared OMol25 structures with the same formula, charge and spin in kJ/mol: 0.00

Positions of all 16 atoms, in Å:
C 2.114311 -1.299667 0.002783
C -0.158473 0.985157 -1.157293
C 0.030833 0.792935 1.236132
C -0.919905 -0.929516 -0.001786
N -0.068734 0.104236 -0.060672
O 2.468005 -1.059292 1.068341
O 1.883892 -1.491890 -1.114632
Br -2.910559 -0.282867 -0.067647
H -0.550093 0.506117 -2.037603
H -0.898236 1.769240 -0.944022
H 0.744698 1.336813 -1.437942
H -1.037800 0.957756 1.646174
H 0.655294 0.238685 1.809222
H 0.635996 1.642642 1.032934
H -0.919996 -1.590952 0.839111
H -1.069226 -1.679400 -0.813101

Forces on the atoms, in the same order (eV/Å):
C 0.4 0.3 -1.5
C -3.3 -0.2 -0.5
C -2.6 0.8 -1.8
C -2.4 -2.4 -1.5
N 0.6 -0.2 1.6
O 0.1 -0.1 1.4
O 0.0 -0.6 -0.3
Br -0.3 0.0 0.3
H -0.2 -0.6 -0.3
H 0.3 0.2 0.0
H 3.0 1.6 -0.6
H 1.9 0.2 -0.4
H 1.2 -2.0 2.4
H -0.2 1.4 0.1
H 0.3 0.4 1.1
H 1.0 1.2 -0.2

***

Record 6
Computed, not measured: a gas-phase ion, C4H8BrO2 (charge +1), with wB97M-V/def2-TZVPD.

Calculated values
Net charge: +1
Gap between HOMO and LUMO (alpha / beta) in eV: 9.4 / 6.2
HOMO level (alpha / beta) in Ha: -0.5067 / -0.5513
Multiplicity: 3
Energy above the lowest of the compared OMol25 structures with the same formula, charge and spin in kJ/mol: 0.00

Positions of all 15 atoms, in Å:
C -1.496846 -0.166017 -0.039463
C -0.555641 0.940230 -0.683730
C -0.620008 -1.428695 0.239125
C 1.432880 1.094206 0.566406
O 0.283686 1.507411 0.362085
O 2.067869 0.247420 -0.227805
Br 3.842637 -0.379400 -0.020821
H -2.018479 0.174335 0.849876
H -2.075253 -0.474892 -0.891269
H 0.095156 0.572745 -1.508705
H -1.231715 1.717056 -1.087779
H -1.481540 -2.182604 0.453969
H -0.062281 -2.026472 -0.524122
H 1.890244 1.752383 1.425243
H -0.070707 -1.347702 1.086990

Forces on the atoms, in the same order (eV/Å):
C 4.0 -0.3 -2.0
C -2.0 -0.8 -0.7
C -4.4 -2.4 -1.5
C 3.0 0.8 0.2
O -1.3 0.1 -0.3
O -6.1 3.1 1.1
Br 4.8 -1.6 0.7
H -0.2 0.0 -0.3
H -1.1 0.3 0.0
H -0.6 0.0 0.8
H 0.9 0.2 0.6
H 1.7 0.8 0.2
H -0.3 1.5 0.0
H -0.1 -1.9 -1.4
H 1.8 0.2 2.7

***

Record 7
Computed, not measured: a single C4H8Cl2N2O molecule, with wB97M-V/def2-TZVPD.

Calculated values
Gap between HOMO and LUMO in eV: 9.9
HOMO level in Ha: -0.3476
SMILES string: O=NN(CCCl)CCCl
Energy above the lowest of the compared OMol25 structures with the same formula, charge and spin in kJ/mol: 205.80

Positions of all 17 atoms, in Å:
C 1.525861 1.073255 0.442209
C 0.452339 0.303324 1.201408
C -0.341910 -0.756949 -0.935494
C -1.254163 0.354428 -1.503107
H 1.969911 1.965184 1.097635
H 1.094742 1.428960 -0.447962
H -0.316842 0.918354 1.415724
H 0.834206 -0.214508 2.094053
H -0.451104 -1.669476 -1.132897
H 0.580089 -0.801464 -1.537453
H -0.939852 0.518877 -2.553226
H -1.190558 1.152502 -0.980125
N -0.185629 -0.750425 0.495963
N -0.815431 -1.699572 1.154462
O -0.841519 -1.616983 2.450951
Cl 2.882614 -0.007588 -0.001727
Cl -3.002753 -0.197919 -1.260413

Forces on the atoms, in the same order (eV/Å):
C 1.0 0.5 2.4
C 2.8 -1.5 0.3
C 1.9 6.4 0.7
C -0.6 -7.1 -3.1
H -1.2 -2.0 -1.5
H -0.1 0.8 -1.2
H -2.3 2.7 1.5
H 0.0 0.8 0.0
H -3.2 -7.5 -1.8
H 0.8 1.4 0.8
H -0.9 -0.1 0.5
H 0.5 5.5 3.4
N 0.3 -0.7 -0.4
N -0.5 -0.2 3.4
O 0.6 0.3 -4.6
Cl 0.0 0.2 0.0
Cl 0.9 0.5 -0.6